Formula: C37H50N4O12PSSc
Source: the OMol25 dataset
Level of theory: ωB97M-V/def2-TZVPD

The relative energy (zero: lowest compared OMol25 entry of this formula, charge and spin) comes out at 12.81 kcal per mole. The LUMO energy comes out at 3.009 eV. As for the charge: -2. As for the spin multiplicity: 1. As for the gap between HOMO and LUMO: 4.8 eV.

Geometry as XYZ:
```
106
C37H50N4O12PSSc ωB97M-V/def2-TZVPD
Sc -0.17092 0.83601 -0.03584
O 1.23503 -3.19932 -1.30306
C 0.92247 -1.99348 -1.25601
O 0.81754 -1.29710 -0.21234
C 0.60718 -1.22537 -2.53112
C 0.42009 -1.77352 -3.78816
C -0.02238 -0.94262 -4.80790
C -0.23740 0.39962 -4.54540
C 0.00444 0.86731 -3.26021
N 0.42932 0.06921 -2.29295
C -0.19481 2.31735 -2.79839
O -0.24016 3.20235 -3.64972
O -0.23565 2.43465 -1.53652
H 0.58157 -2.83180 -3.93005
H -0.21391 -1.34500 -5.79639
H -0.61094 1.09180 -5.28604
O -4.80093 0.81087 4.30921
C -3.80184 0.94267 3.60751
C -3.51577 2.12713 2.72968
O -4.17570 3.15900 2.69201
C -2.31207 1.77520 1.95498
C -1.81697 0.51176 2.43797
O -0.75049 0.02195 1.94742
C -2.69645 -0.03008 3.45009
O -2.56704 -1.11949 4.05341
O -1.73372 2.36449 1.01308
C 2.83262 4.19849 3.68588
C 1.91450 3.47360 2.70484
C 1.22589 4.49943 1.79984
C 0.79620 2.74197 3.45925
P 2.67701 2.19224 1.45868
N 1.64594 1.38118 0.70675
C 3.84358 1.01947 2.49111
C 5.17650 1.58009 2.97893
C 3.01929 0.56805 3.69926
C 4.04371 -0.23855 1.63904
C 3.83480 3.18578 0.24252
C 4.77383 4.26113 0.78506
C 2.90909 3.79023 -0.82068
C 4.65291 2.10628 -0.47346
H 2.23893 4.91833 4.25798
H 3.62205 4.74542 3.17119
H 3.29475 3.51259 4.39659
H 0.51608 5.09420 2.37971
H 0.66732 3.98117 1.01726
H 1.94344 5.18349 1.34865
H -0.02300 3.42727 3.68576
H 1.13425 2.31198 4.39963
H 0.40024 1.94875 2.82368
H 5.03501 2.51295 3.52396
H 5.86515 1.76328 2.15590
H 5.65178 0.86071 3.65519
H 2.93291 1.35404 4.44649
H 3.50413 -0.28950 4.18160
H 2.02775 0.27028 3.35521
H 4.82969 -0.12608 0.89665
H 3.10187 -0.46056 1.12927
H 4.31544 -1.08547 2.27870
H 4.22197 5.11686 1.17351
H 5.40729 4.62078 -0.03307
H 5.42469 3.88117 1.57230
H 2.51891 4.76165 -0.52832
H 2.06572 3.12029 -0.99983
H 3.44765 3.92337 -1.76300
H 5.48215 1.74567 0.13400
H 5.07405 2.50469 -1.40098
H 3.99326 1.27458 -0.72218
C 1.28262 -4.68531 2.42979
C 1.64106 -3.21680 2.06206
N 0.51464 -2.38013 2.36859
C -0.66438 -2.85562 1.67905
C -1.11739 -4.17851 2.33736
N 0.00778 -4.64284 3.21090
C 0.14740 -3.71682 4.37384
C 0.28953 -2.28393 3.78401
H 2.04543 -5.17567 3.03843
H 1.10601 -5.27852 1.53255
H 1.84616 -3.12749 0.99345
H 2.50869 -2.86715 2.62403
H -0.41852 -2.99219 0.62953
H -1.44490 -2.10270 1.74357
H -1.32223 -4.95417 1.59915
H -1.99136 -4.02945 2.97288
H -0.20500 -5.57818 3.54951
H 1.02186 -4.03534 4.94627
H -0.74164 -3.80322 4.99966
H 1.12340 -1.76128 4.25573
H -0.63141 -1.71574 3.94655
C -7.76359 -1.50133 1.41234
C -6.53015 -1.21627 0.59846
C -5.95820 -2.19783 -0.20181
C -4.81911 -1.92409 -0.94620
C -4.26191 -0.66193 -0.90717
C -4.81729 0.32666 -0.11140
C -5.94488 0.04716 0.64040
S -2.71949 -0.33172 -1.76558
O -1.83966 -0.03680 -0.61321
O -2.36469 -1.56797 -2.43920
O -2.95862 0.78423 -2.64852
H -8.19894 -2.46393 1.14454
H -8.50896 -0.72366 1.24602
H -7.52246 -1.51078 2.47602
H -6.40029 -3.18761 -0.23678
H -4.34134 -2.66893 -1.56707
H -4.35355 1.30379 -0.09019
H -6.36929 0.80851 1.28287
```

Atom charges from the Löwdin analysis, given in e for atoms 1 to 6: 0.97 -0.03 -0.60 -0.09 -0.18 -0.02

***

Formula: C37H51BN8NiS3
Source: the OMol25 dataset
Level of theory: ωB97M-V/def2-TZVPD

The relative energy (zero: lowest compared OMol25 entry of this formula, charge and spin) comes out at 0.00 kcal per mole. The LUMO energy (alpha / beta) comes out at 0.257 / 0.257 eV. As for the charge: 0. As for the spin multiplicity: 1. As for the gap between HOMO and LUMO (alpha / beta): 6.1 / 6.1 eV.

Geometry as XYZ:
```
101
C37H51BN8NiS3 ωB97M-V/def2-TZVPD
Ni 0.01443 0.26593 -0.18914
C -4.87317 -1.06081 1.14784
C -3.68434 -1.93263 0.92734
C -3.63151 -3.24440 1.30649
C -2.46567 -4.00644 1.07057
N -1.44271 -3.48145 0.45164
N -1.47814 -2.20920 0.09544
B -0.26216 -1.60600 -0.66860
N -0.56741 -1.79169 -2.18967
N -1.18157 -2.90148 -2.58349
C -1.40108 -3.10029 -3.85374
C -0.94423 -2.18085 -4.82183
C -0.29628 -1.04578 -4.43295
C 0.20746 -0.01863 -5.38948
C -0.13569 -0.83609 -3.03331
S 0.51366 0.56746 -2.34922
C -2.19857 -4.36238 -4.17921
C -3.53018 -4.30864 -3.41734
C -2.48405 -4.48441 -5.67544
C -1.39744 -5.58597 -3.72124
N 1.01387 -2.37450 -0.29223
N 1.63565 -3.20300 -1.10788
C 2.59550 -3.95582 -0.62412
C 2.93765 -3.91501 0.74432
C 2.33599 -3.01052 1.58287
C 2.69601 -2.86354 3.02325
C 1.36421 -2.17478 1.00007
S 0.58495 -0.83770 1.74088
C 3.36304 -4.82431 -1.61136
C 3.62601 -6.21068 -1.00889
C 2.58170 -5.00000 -2.91345
C 4.70286 -4.13729 -1.91453
C -2.51833 -1.37820 0.32624
S -2.31565 0.25763 -0.07637
C -2.27734 -5.45664 1.50595
C -3.52834 -6.01261 2.18421
C -1.09857 -5.51356 2.48973
C -1.94528 -6.30752 0.27351
H -5.68450 -1.61087 1.62474
H -5.22045 -0.65675 0.19524
H -4.59897 -0.20356 1.76470
H -4.48395 -3.69449 1.79876
H -1.11957 -2.36497 -5.87398
H 0.08640 -0.34809 -6.42109
H 1.26126 0.18394 -5.19179
H -0.31938 0.92711 -5.24833
H -4.15212 -3.48569 -3.77830
H -3.35251 -4.16605 -2.35058
H -4.07982 -5.24259 -3.55941
H -3.09123 -3.65150 -6.03909
H -3.03686 -5.40590 -5.86569
H -1.56246 -4.52860 -6.26160
H -1.17802 -5.51939 -2.65587
H -0.45310 -5.64851 -4.26580
H -1.96235 -6.50265 -3.90964
H 3.71835 -4.55945 1.12952
H 3.65875 -3.32892 3.23616
H 1.94004 -3.33211 3.65889
H 2.73345 -1.80882 3.29630
H 2.69880 -6.66729 -0.65608
H 4.32902 -6.17012 -0.17424
H 4.05942 -6.86371 -1.76848
H 1.65078 -5.53602 -2.73025
H 3.18073 -5.57622 -3.62303
H 2.33196 -4.03839 -3.36078
H 5.26469 -3.94437 -0.99704
H 4.53898 -3.18294 -2.41942
H 5.31349 -4.77178 -2.56173
H -3.77096 -5.46339 3.09699
H -3.35696 -7.05427 2.46155
H -4.39366 -5.98620 1.51740
H -1.31018 -4.92318 3.38489
H -0.19744 -5.11328 2.02232
H -0.91134 -6.54640 2.79436
H -2.78803 -6.33593 -0.42236
H -1.71498 -7.33228 0.57556
H -1.08268 -5.89156 -0.24780
C 2.51712 4.49975 1.07587
N 1.98859 3.41105 1.89922
C 2.79794 1.35295 0.99857
C 0.79588 3.78317 2.65415
C -0.34349 4.06335 1.71914
C -1.24851 5.10361 1.85633
C -2.22838 5.29327 0.89187
C -2.30332 4.45360 -0.21214
C -1.40830 3.40478 -0.34523
C -0.42067 3.20686 0.61775
H 3.43921 4.16964 0.59960
H 2.75626 5.33929 1.72776
H 1.81517 4.83241 0.30369
H 2.94213 0.86652 1.96163
H 3.70180 1.90172 0.73131
H 2.56902 0.60939 0.23928
H 1.04670 4.64646 3.27003
H 0.55428 2.95072 3.32063
H -1.19083 5.76807 2.71164
H -2.93763 6.10519 1.00131
H -3.07013 4.61026 -0.95965
H -1.45260 2.72220 -1.18606
N 1.67979 2.27820 1.07794
C 0.53017 2.08550 0.47867
```

Atom charges from the Löwdin analysis, given in e for atoms 1 to 6: -0.31 -0.07 -0.24 0.06 -0.21 0.19

***

Formula: C37H51Br2N2O11PS
Source: the OMol25 dataset
Level of theory: ωB97M-V/def2-TZVPD

The LUMO energy comes out at 0.210 eV. As for the charge: 0. As for the spin multiplicity: 1. Its structure (SMILES) is CCOCCOCc1cc2c(cc1P(C)CC)Sc1c(CNC)ccc(/C(Br)=C(\C)Br)c1N2.C[C@@H]1COC(=O)O1.C[C@@H]1COC(=O)O1.C[C@@H]1COC(=O)O1. As for the gap between HOMO and LUMO: 7.4 eV.

Geometry as XYZ:
```
105
C37H51Br2N2O11PS ωB97M-V/def2-TZVPD
C 0.43483 5.66237 1.52864
C -0.81000 5.31446 0.63427
O -0.77594 3.97889 0.12961
C -1.39505 3.88152 -1.16584
C -2.27447 2.56585 -1.32789
O -1.99187 1.61219 -0.30456
C -2.70610 0.35604 -0.53940
C -1.60446 -0.73816 -0.69418
C -0.61475 -0.54172 -1.73498
C 0.51115 -1.46449 -1.97627
C 0.59241 -2.60932 -1.08376
C -0.41653 -2.84040 -0.04353
C -1.53487 -1.91040 0.18543
P -2.74070 -2.27536 1.59193
C -4.51354 -2.01062 1.03379
C -2.23390 -1.01717 2.92428
C -3.32567 0.07571 3.24223
S 1.95022 -3.79529 -1.22846
C 2.90207 -3.16914 -2.63115
C 4.10754 -3.92775 -3.01889
C 4.60943 -5.18970 -2.25761
N 3.57901 -6.23614 -2.05156
C 4.18296 -7.19720 -1.06335
C 4.91244 -3.50773 -4.17925
C 4.48771 -2.32915 -4.91802
C 3.32060 -1.57827 -4.49755
C 2.95073 -0.31843 -5.28950
Br 1.16916 -0.28228 -6.14255
C 3.74341 0.77660 -5.44491
C 5.18222 0.83974 -4.84070
Br 3.12128 2.32028 -6.45443
C 2.48064 -1.96530 -3.33650
N 1.37717 -1.10603 -3.06410
H 1.40569 5.62912 0.97076
H 0.32663 6.72390 1.90081
H 0.48503 5.02986 2.45527
H -0.83428 6.07663 -0.19084
H -1.73197 5.45878 1.26733
H -0.57593 3.94988 -1.92894
H -2.12492 4.73752 -1.27069
H -1.95975 2.11700 -2.31856
H -3.37209 2.79193 -1.40337
H -3.25258 0.48767 -1.51800
H -3.37068 0.22353 0.34585
H -0.70802 0.36661 -2.38528
H -0.32989 -3.73142 0.61676
H -4.53120 -1.74611 -0.05634
H -5.08069 -2.97600 1.15866
H -5.08488 -1.23858 1.60587
H -1.21788 -0.61071 2.68939
H -2.10667 -1.63789 3.87457
H -2.76658 0.99637 3.58878
H -3.99031 -0.20418 4.10082
H -3.93715 0.40589 2.36914
H 5.06359 -4.88707 -1.27842
H 5.44834 -5.65207 -2.85964
H 3.55656 -6.79048 -2.91613
H 3.83712 -8.23594 -1.27837
H 3.96571 -6.85125 -0.02046
H 5.31256 -7.19085 -1.17010
H 5.81087 -4.08275 -4.51447
H 5.06615 -1.99771 -5.80635
H 5.22549 0.12585 -3.98510
H 5.33471 1.88983 -4.47065
H 5.91317 0.60192 -5.65881
H 1.67159 -0.13444 -2.90902
C -2.21724 -0.81831 9.46011
C -1.98152 -1.47893 8.12115
C -1.82169 -0.50901 6.98417
O -2.26520 -1.27672 5.86425
C -3.15224 -2.19389 6.34784
O -3.85799 -2.86774 5.66815
O -3.12408 -2.23288 7.70898
H -2.26462 -1.57093 10.24938
H -1.41708 -0.11601 9.69991
H -3.17265 -0.28936 9.47424
H -1.12942 -2.16338 8.18434
H -0.78768 -0.19227 6.84968
H -2.45777 0.37655 7.07296
C 4.66095 4.25415 1.05288
C 4.60693 5.41544 2.01930
C 4.87855 6.74729 1.37951
O 5.40878 7.50126 2.46883
C 5.98620 6.60792 3.32254
O 6.68749 6.90562 4.23521
O 5.65424 5.32801 2.98803
H 4.39718 3.32576 1.56296
H 3.96917 4.39988 0.22132
H 5.67043 4.11847 0.65838
H 3.65146 5.41507 2.55403
H 3.97443 7.21389 0.98858
H 5.63030 6.70471 0.58590
C -7.16936 -2.46733 -3.87016
C -5.98938 -1.54659 -4.08083
C -4.77367 -1.92455 -3.28297
O -4.11291 -0.66765 -3.12095
C -5.08297 0.28979 -3.17221
O -4.91593 1.43290 -2.88226
O -6.26639 -0.23130 -3.59391
H -7.99661 -2.17577 -4.52007
H -6.90558 -3.50313 -4.09007
H -7.53936 -2.40316 -2.84455
H -5.75797 -1.46972 -5.14805
H -4.13417 -2.63182 -3.81012
H -5.00753 -2.32470 -2.29218
```

Atom charges from the Löwdin analysis, given in e for atoms 1 to 6: -0.09 -0.28 -0.17 -0.16 -0.18 -0.16

***

What is the formula in the third record? C37H51Br2N2O11PS